# 1
Density functional theory data (the ωB97M-V functional and the def2-TZVPD basis) for C8H24Ba2N2O10 as an isolated structure at a distorted geometry.

## Properties
2S+1: 1
HOMO in eV: -13.601
Orbital gap in eV: 6.81
ΔE to the lowest compared entry with this formula, charge and spin in kJ/mol: 0.0
LUMO level in hartree: -0.2497
Charge: +2

XYZ file:
```
46
Properties=species:S:1:pos:R:3:lowdin_charge:R:1
Ba 3.843 -1.291 0.011 2.02
Ba 0.211 3.346 3.176 1.99
N 4.071 1.812 2.449 -0.59
O 5.027 2.507 2.741 0.08
O 4.239 0.686 1.897 -0.25
O 2.894 2.195 2.700 -0.21
N 0.446 0.544 0.348 -0.55
O -0.406 0.433 -0.521 0.06
O 1.311 -0.354 0.561 -0.23
O 0.508 1.579 1.070 -0.24
C -1.215 3.023 -4.161 -0.09
C -1.152 1.569 -4.646 -0.30
O -0.039 0.870 -4.072 -0.09
H -1.236 3.196 -3.082 0.06
H -2.058 3.542 -4.620 0.08
H -0.310 3.505 -4.541 0.08
H -1.016 1.620 -5.725 0.11
H -2.081 1.041 -4.407 0.11
H -0.078 1.157 -3.152 0.05
C 2.463 -4.452 3.018 -0.06
C 2.640 -2.943 3.117 -0.26
O 3.859 -2.541 2.406 -0.30
H 2.465 -4.811 1.996 0.08
H 1.522 -4.689 3.528 0.09
H 3.181 -4.949 3.671 0.09
H 2.708 -2.577 4.141 0.13
H 1.819 -2.391 2.652 0.10
H 4.575 -2.506 3.052 0.10
C -1.119 -3.596 -0.717 -0.10
C -1.388 -2.766 -1.941 -0.27
O -0.163 -2.018 -2.307 -0.12
H -1.005 -2.942 0.145 0.06
H -0.317 -4.322 -0.859 0.07
H -1.971 -4.275 -0.559 0.08
H -2.089 -1.963 -1.688 0.11
H -1.766 -3.304 -2.805 0.12
H -0.217 -1.310 -1.658 0.00
C -3.262 2.366 0.224 -0.06
C -3.317 3.202 1.483 -0.27
O -2.112 4.022 1.510 -0.24
H -2.392 1.712 0.293 0.05
H -3.157 2.977 -0.669 0.09
H -4.127 1.709 0.140 0.10
H -3.367 2.581 2.385 0.11
H -4.157 3.896 1.557 0.13
H -2.267 4.907 1.858 0.08
```

# 2
Density functional theory data (the ωB97M-V functional and the def2-TZVPD basis) for C8H24ClI2LaP2S as an isolated structure at a distorted geometry.

## Properties
2S+1: 1
HOMO (alpha / beta) in eV: -14.638 / -14.638
Orbital gap (alpha / beta) in eV: 4.24 / 4.23
LUMO level (alpha / beta) in hartree: -0.3822 / -0.3825
Charge: +2

XYZ file:
```
39
Properties=species:S:1:pos:R:3:lowdin_charge:R:1
I 0.350 1.636 -4.901 0.41
I -0.378 3.504 -2.481 0.30
La 0.019 0.888 -1.023 0.81
P -2.706 0.113 -0.609 0.63
C -3.619 1.234 0.478 -0.26
C -3.228 0.474 -2.366 -0.28
H -4.315 0.377 -2.505 0.07
H -4.351 -1.777 -0.369 0.07
H -2.714 -0.232 -3.055 0.04
H -2.745 -2.311 -0.946 0.05
H -3.348 2.246 0.219 0.04
H -2.949 1.518 -2.603 0.00
C -3.264 -1.611 -0.259 -0.25
H -4.704 1.134 0.399 0.07
H -3.002 -1.837 0.789 0.04
H -3.333 1.004 1.498 0.03
P 2.738 0.129 -0.620 0.62
C 3.618 1.258 0.492 -0.27
C 3.319 -1.587 -0.256 -0.25
H 2.769 -0.198 -3.067 0.03
H 4.357 0.426 -2.526 0.07
H 2.980 1.545 -2.612 0.02
C 3.272 0.505 -2.370 -0.29
H 2.802 -2.296 -0.934 0.04
H 4.406 -1.760 -0.367 0.07
H 4.706 1.198 0.451 0.07
H 3.313 1.009 1.502 0.04
H 3.063 -1.817 0.790 0.04
H 3.329 2.269 0.246 0.04
Cl 0.024 -1.437 -2.171 -0.14
C 0.537 -1.792 3.582 -0.38
S 0.183 -0.864 2.079 0.66
C -0.636 0.537 2.872 -0.42
H 1.162 -2.640 3.314 0.04
H -0.410 -2.208 4.004 0.07
H 1.109 -1.173 4.298 0.06
H 0.033 0.936 3.649 0.06
H -0.756 1.361 2.150 0.01
H -1.632 0.239 3.230 0.05
```

# 3
Density functional theory data (the ωB97M-V functional and the def2-TZVPD basis) for C8H24ClI2LuOP2 as an isolated structure at a distorted geometry.

## Properties
2S+1: 1
HOMO in eV: -14.136
Orbital gap in eV: 6.66
ΔE to the lowest compared entry with this formula, charge and spin in kJ/mol: 0.0
LUMO level in hartree: -0.2748
Charge: +2

XYZ file:
```
39
Properties=species:S:1:pos:R:3:lowdin_charge:R:1
I 1.654 -1.066 -5.455 -0.02
I 3.305 -2.991 -4.493 0.03
Lu 0.360 -0.422 -0.072 1.23
P 2.499 1.178 0.636 0.65
C 3.712 1.581 -0.666 -0.27
C 1.867 2.863 1.010 -0.27
H 2.705 3.510 1.312 0.07
H 4.211 1.742 2.301 0.07
H 1.130 2.800 1.822 0.04
H 2.887 0.746 2.978 0.05
H 3.168 1.913 -1.561 0.05
H 1.379 3.282 0.118 0.04
C 3.538 0.895 2.109 -0.26
H 4.405 2.369 -0.344 0.07
H 4.128 -0.020 1.974 0.06
H 4.269 0.673 -0.932 0.05
P -1.538 -2.443 0.079 0.66
C -1.783 -3.458 -1.419 -0.27
C -1.465 -3.681 1.415 -0.26
H -3.271 -1.190 1.247 0.05
H -3.917 -2.689 0.484 0.07
H -3.576 -1.232 -0.521 0.05
C -3.248 -1.823 0.348 -0.26
H -1.381 -3.157 2.374 0.04
H -2.370 -4.303 1.421 0.07
H -2.650 -4.125 -1.315 0.07
H -0.878 -4.050 -1.606 0.05
H -0.580 -4.313 1.285 0.06
H -1.939 -2.791 -2.277 0.05
Cl -0.323 -0.023 2.200 -0.02
C -1.815 3.149 -0.312 -0.05
C -2.152 1.674 -0.265 -0.16
O -0.985 0.905 -0.975 -0.34
H -0.998 3.418 0.370 0.07
H -2.710 3.690 0.005 0.11
H -1.540 3.494 -1.322 0.10
H -2.199 1.199 0.720 0.06
H -3.040 1.371 -0.821 0.13
H -0.860 1.326 -1.853 0.13
```

# 4
Density functional theory data (the ωB97M-V functional and the def2-TZVPD basis) for C8H24INO6Pd as an isolated structure at a distorted geometry.

## Properties
2S+1: 4
HOMO (alpha / beta) in eV: 0.252 / -5.199
Orbital gap (alpha / beta) in eV: 2.21 / 7.57
ΔE to the lowest compared entry with this formula, charge and spin in kJ/mol: 0.0
LUMO level (alpha / beta) in hartree: 0.0906 / 0.0870
Charge: -1

XYZ file:
```
41
Properties=species:S:1:pos:R:3:lowdin_charge:R:1
Pd -14.791 -6.453 2.870 0.78
I -14.508 -5.554 0.096 -0.26
O -12.730 -6.870 3.230 -0.47
H -12.248 -6.561 2.437 -0.07
C -16.500 -7.444 6.905 -0.09
C -16.351 -7.427 5.355 -0.34
C -17.508 -6.649 4.591 -0.14
O -17.005 -6.133 3.320 -0.33
C -17.981 -5.379 2.627 -0.12
N -15.025 -6.823 5.105 0.01
H -17.431 -6.927 7.137 0.05
H -15.682 -6.894 7.370 0.06
H -16.613 -8.453 7.301 0.07
H -16.319 -8.484 5.092 0.11
H -17.939 -5.916 5.273 0.10
H -18.406 -7.244 4.424 0.11
H -18.405 -4.512 3.134 0.09
H -18.775 -6.045 2.286 0.09
H -17.488 -5.096 1.698 0.06
H -14.288 -7.323 5.581 0.09
H -15.061 -5.991 5.677 0.02
C -14.830 -3.323 5.725 -0.35
C -15.176 -3.521 4.263 -0.24
O -14.302 -4.298 3.427 -0.20
O -14.910 -4.499 6.501 -0.34
H -15.540 -2.756 6.327 0.08
H -13.856 -2.840 5.814 0.09
H -15.057 -2.560 3.762 0.11
H -16.235 -3.745 4.142 0.10
H -13.480 -3.802 3.432 0.10
H -14.573 -4.278 7.373 0.00
C -15.385 -9.687 2.374 -0.20
C -13.959 -9.966 2.855 -0.24
O -13.650 -9.502 4.170 -0.09
O -15.664 -8.305 2.192 -0.20
H -16.020 -10.078 3.170 0.12
H -15.475 -10.266 1.455 0.12
H -13.133 -9.700 2.195 0.12
H -13.856 -11.049 2.923 0.11
H -13.315 -8.604 4.108 0.01
H -16.506 -8.236 1.736 0.10
```

# 5
Density functional theory data (the ωB97M-V functional and the def2-TZVPD basis) for a 3-piece molecular cluster, C8H24N5O2 overall at a distorted geometry.

## Properties
2S+1: 1
HOMO in eV: -10.824
Orbital gap in eV: 8.47
ΔE to the lowest compared entry with this formula, charge and spin in kJ/mol: 0.0
LUMO level in hartree: -0.0864
Charge: +1

XYZ file:
```
39
Properties=species:S:1:pos:R:3:lowdin_charge:R:1
C -0.877 1.717 -1.038 -0.02
C 0.594 0.013 1.757 -0.07
C -0.755 -0.139 -2.731 -0.10
C 2.773 0.737 2.767 -0.08
C -1.669 0.097 -3.884 -0.29
C 3.602 -0.553 2.320 -0.24
C -1.883 -0.390 -0.516 -0.15
C 1.503 1.989 0.931 -0.16
N -2.207 -1.656 -0.659 0.16
N 2.446 2.926 0.884 0.08
N -1.187 0.348 -1.377 -0.11
N 1.701 0.932 1.753 -0.21
N -3.148 -3.351 1.344 0.04
O -1.440 1.380 -4.239 -0.01
O 3.946 -0.531 0.984 -0.05
H 0.043 1.724 -0.519 0.00
H -0.902 2.136 -2.038 0.09
H -1.813 2.080 -0.569 0.12
H -0.014 0.058 0.877 0.03
H 1.002 -1.029 1.760 0.10
H 0.045 0.179 2.653 0.09
H -0.719 -1.204 -2.610 0.11
H 0.206 0.185 -2.918 0.12
H 2.275 0.466 3.713 0.13
H 3.445 1.568 2.798 0.09
H -2.679 -0.241 -3.457 0.15
H -1.517 -0.608 -4.664 0.12
H 2.942 -1.430 2.498 0.10
H 4.527 -0.702 2.832 0.11
H -2.135 0.072 0.429 0.15
H -2.770 -2.402 -0.063 0.11
H -1.969 -1.999 -1.536 0.06
H 2.171 3.839 0.654 0.07
H 3.197 3.010 1.559 0.08
H -4.213 -3.534 1.394 0.11
H -3.123 -2.874 2.153 -0.01
H -2.718 -4.270 1.373 0.06
H -1.977 1.711 -4.966 0.12
H 3.298 -0.252 0.352 0.07
```

What did we get for molecular weight? Answer: 582.94, 642.46, 662.46, 463.60, 222.31 g mol⁻¹, in the order shown.